243
Properties=species:S:1:pos:R:3:forces:R:3:lowdin_charge:R:1 method="wB97M-V/def2-TZVPD" max_force_ev_per_a=5.0 gap_ev=10.0 total_charge=-1
H 2.6615 3.0500 -3.4300 -0.3 -0.3 -0.2 0.10
H -0.4795 -3.2187 5.4300 -0.5 -0.3 0.0 0.10
H -2.9672 4.2005 3.0906 0.8 0.1 -0.6 0.08
C 2.9556 1.0490 -4.3447 0.6 0.4 -0.2 -0.13
C 0.8842 2.2773 -4.4963 0.5 0.8 0.7 -0.13
H 2.9818 -8.1176 0.5573 0.7 0.0 0.2 0.11
H -5.1132 1.2893 4.1949 -0.4 0.2 -0.3 0.07
H 1.8162 5.5511 -1.7066 0.3 0.5 1.4 0.12
N -1.4452 -5.2124 -3.5273 -0.4 0.9 -0.8 -0.24
C 7.0672 3.8521 4.9314 -1.6 0.7 -0.5 -0.09
H -3.4810 -1.0081 -4.1071 -0.1 0.8 -0.9 0.09
H -3.6072 0.6469 6.7164 -0.1 0.4 -0.3 0.12
F 2.5920 6.4486 5.7701 -0.1 0.1 -1.1 -0.19
H 0.2689 3.1526 -4.7398 0.5 -0.6 -0.6 0.07
H -3.1461 -1.5655 5.7424 -0.3 -0.3 1.6 0.11
H 0.7891 -6.5415 4.3343 -0.2 -0.1 0.5 0.11
H -1.2431 4.0232 2.5645 -0.1 0.3 0.5 0.08
H -6.1041 -1.3512 3.8898 -0.6 -0.3 0.3 0.10
C 2.2923 -5.2151 1.8746 0.9 0.2 0.8 0.03
H -2.8672 7.7230 0.9768 0.6 0.3 -0.4 0.11
H -3.4815 5.6327 1.1959 1.7 0.1 0.1 0.12
H 2.2448 1.7235 -6.7759 0.0 -0.1 0.1 0.12
H 4.1443 6.0832 -1.3261 -0.9 0.7 0.7 0.09
H 2.9392 3.0248 2.5625 -0.4 -0.8 -0.6 0.10
H -1.6469 -3.5101 4.1076 0.4 0.0 -0.3 0.04
C 4.8005 2.8844 0.4269 -0.7 -0.3 0.5 -0.08
H 2.7609 -5.2407 2.8745 -0.6 -0.2 -0.3 0.11
H -5.3155 -0.6180 2.5463 0.2 0.0 0.6 0.13
H 2.4412 1.3157 2.0798 -0.9 -0.4 0.7 0.08
S 0.1477 -1.2206 1.3787 0.3 1.5 0.0 0.43
O 1.3089 -1.8085 -9.7354 -0.9 -0.8 0.3 -0.28
F -0.1016 -1.9416 0.0362 0.1 -0.5 -0.9 -0.17
F -3.5546 4.9227 -3.9580 0.0 -0.6 0.8 -0.19
H 3.2686 0.1677 0.8651 -0.5 -0.6 -0.1 0.07
H -4.0384 -0.7347 -1.7004 0.0 -0.2 0.1 0.09
S -5.6596 4.0218 2.3547 1.0 1.6 -4.1 0.48
O -4.9649 3.2665 5.2057 1.0 0.5 -0.1 -0.30
H 0.3618 -4.1280 -3.1993 -0.8 -0.8 -1.2 0.08
H 0.7726 7.5063 -0.5754 0.1 -0.5 0.6 0.13
C -0.9503 -5.3512 5.0281 1.6 0.4 -0.1 -0.21
H -0.7212 2.0783 7.7462 0.3 1.0 -0.2 0.10
H 4.6051 0.7493 3.0088 0.5 0.3 0.4 0.17
H 4.5884 3.0033 -1.7000 -0.1 0.3 -0.1 0.12
F -3.0592 -2.1812 -8.2816 -0.7 -0.2 0.5 -0.16
H -2.4796 -3.2166 -4.9691 -0.2 0.3 1.1 0.11
C 1.9169 -7.9787 0.6275 1.8 -1.1 0.0 -0.16
N 1.2046 5.1605 4.2603 -0.3 -1.1 -0.1 -0.29
H 1.4491 6.9453 1.0400 -0.3 0.3 -0.4 0.11
H -1.0539 0.9300 -4.5282 -1.2 0.2 0.7 0.07
C -5.1770 -0.9026 3.6107 0.6 0.5 -1.8 -0.13
H -2.5409 -0.1607 8.8896 0.6 1.9 -0.4 0.11
O -3.3311 -8.0550 -0.5918 1.3 -0.7 0.8 -0.28
C -0.9523 6.8070 2.4759 0.7 -1.2 0.3 -0.10
O 3.8385 5.6302 3.8917 -3.0 -0.2 0.6 -0.31
C -2.3106 -2.8313 -3.9260 1.2 1.1 -0.4 -0.17
H 3.2398 7.5726 -1.4060 0.0 0.0 0.8 0.08
H -0.8292 1.0673 5.6888 0.9 0.1 -1.0 0.08
H -0.5935 5.3646 -0.6701 0.3 0.3 0.6 0.11
H 0.6743 -8.0837 2.3543 0.1 0.4 0.0 0.12
H 1.1270 -4.8635 4.4420 -0.2 0.4 -0.2 0.11
H -0.7538 -5.7891 6.0315 -0.3 0.4 -0.6 0.12
H -2.3359 -0.6728 -1.9704 0.2 0.0 0.0 0.08
H 6.2328 4.3500 5.4287 -0.1 0.1 0.0 0.08
O -4.0977 -8.7486 3.2495 1.1 -0.2 0.1 -0.28
C 4.0181 2.6254 -0.8546 1.9 -1.0 -0.5 -0.14
F -6.7197 4.7570 5.2860 0.0 0.4 0.1 -0.20
C -4.8695 0.2889 4.4956 0.3 -0.9 2.3 -0.09
H 2.2150 2.7523 -8.6838 0.1 0.1 0.0 0.11
C 5.1100 1.6267 2.5655 -0.4 -1.5 0.4 -0.13
O 1.5648 -1.0140 1.4845 -0.1 -0.4 -0.1 -0.28
F -1.8462 1.9553 0.5000 -0.6 0.4 0.0 -0.13
C 3.3645 6.6956 -0.7447 3.0 -0.3 -1.2 -0.13
O -2.9157 -10.8952 3.3414 0.0 -0.4 0.1 -0.26
O -2.8122 -4.3826 -9.2715 0.4 1.2 1.5 -0.27
F 6.0943 -2.0145 -2.8416 0.2 0.2 0.3 -0.18
H -3.1326 -4.2843 -2.6607 -0.4 -0.4 0.6 0.12
H -1.5385 -3.7198 -2.0446 0.1 0.3 0.3 0.12
H -3.3712 -5.7552 -4.2075 0.4 -0.2 0.0 0.15
F -1.6569 -8.9250 3.1980 0.7 0.8 0.8 -0.18
N -2.8961 -9.6053 1.3224 -0.1 -0.4 -4.4 -0.30
H -0.4346 -6.2716 0.3681 0.5 0.0 -0.2 0.11
S -5.1612 4.6653 4.9266 -2.2 -0.5 0.6 0.51
O 1.6857 -3.3401 -1.0594 1.6 0.5 -1.5 -0.33
H -1.9494 -1.3139 4.4770 -1.0 0.0 0.2 0.12
C -2.0954 4.7132 2.6263 -1.0 -0.4 0.2 -0.14
C 1.0296 6.6342 0.0684 0.2 -0.2 0.2 -0.18
N 0.7498 1.1162 -5.4104 0.9 -0.1 -0.2 -0.23
C 0.4836 2.7325 -7.4681 1.2 0.2 1.0 -0.12
H 7.4583 2.2779 3.5698 -1.0 0.3 0.2 0.13
H -0.5702 -5.9169 -1.8741 -0.4 -0.9 0.1 0.12
C -1.8539 6.0172 3.4108 1.0 -0.2 -0.5 -0.14
H -0.0695 4.1427 -10.1126 0.0 0.2 0.1 0.07
C -2.9298 0.9927 5.9240 0.5 -1.1 0.7 -0.10
H 6.0804 1.3206 2.2291 0.5 -0.5 -0.6 0.12
C -2.1377 -3.9611 -2.9069 0.6 -0.6 -2.0 -0.09
H -2.3464 -6.3082 -1.9687 0.5 0.0 -0.3 0.13
H -1.3135 8.2143 0.0867 -0.5 -0.2 0.2 0.10
C -3.1922 -1.3476 -2.0169 -0.1 1.7 -1.3 -0.08
O -4.5687 5.6608 5.7434 0.6 0.0 -0.4 -0.25
S -0.3077 5.6340 -3.8872 1.1 1.6 -3.0 0.51
C -2.7360 0.8653 3.4518 -1.1 0.6 0.1 0.04
C 1.8585 0.1503 -4.9169 -0.5 -0.3 -1.4 -0.06
H -2.6224 -7.9720 -5.0071 -0.1 0.2 0.2 0.12
H 0.4872 1.9666 -3.5401 -0.1 -0.4 0.5 0.12
H 3.0681 0.7500 -1.2645 -1.2 -0.6 -0.7 0.08
H -1.6468 1.1506 9.7710 -0.4 -0.1 -0.5 0.08
S 2.4589 6.0677 4.2028 3.4 0.5 0.4 0.54
H -1.6453 0.8569 3.5136 -0.3 -0.4 -0.2 0.10
N -1.2459 4.4639 -4.1671 -1.7 -2.9 1.7 -0.33
C -1.0976 1.0853 7.7427 1.6 -1.8 -0.6 -0.28
N 3.9490 -2.4919 -1.9414 -0.6 -0.9 0.3 -0.30
C 2.8545 2.2409 1.7723 1.4 1.5 -0.3 0.04
O 5.8359 -2.0415 -0.4521 0.4 -0.6 -0.5 -0.29
H 0.9215 -7.3786 -1.2230 -0.4 -0.7 -0.2 0.09
S 2.7778 -3.5301 -2.0168 -0.4 -1.9 0.1 0.56
H 3.8750 6.8892 0.2421 -0.9 0.3 -0.9 0.10
H -1.1558 0.6712 -6.3462 0.5 0.0 1.3 0.13
N 4.2829 1.8600 1.3893 -0.9 0.1 -2.0 -0.26
F -2.6260 -7.1202 1.5181 -0.4 -0.4 -0.6 -0.22
H 0.1023 6.5498 2.6778 -0.7 0.0 -0.5 0.07
H 3.1585 0.8205 -3.3059 0.2 -0.6 -0.1 0.07
O 0.0943 1.5487 -0.7165 1.1 0.2 -1.2 -0.25
H -3.0856 1.9120 3.4645 0.2 -0.4 -0.2 0.09
H 4.9489 -0.1472 0.7450 -0.2 1.1 -0.4 0.13
O -2.9572 2.6073 -3.7266 1.2 1.1 0.1 -0.28
H 5.8685 2.6591 0.3148 -0.2 0.6 0.0 0.16
H 2.1153 -0.3466 -5.8866 0.1 -0.2 1.3 0.13
C -1.5085 0.6123 6.3581 -0.8 0.3 0.2 -0.18
O -5.4100 4.5481 1.0011 -1.0 -0.5 2.6 -0.30
H -4.3656 -2.7738 4.2589 -0.1 -0.2 0.2 0.11
C 4.0123 1.0701 -0.9405 0.9 0.8 1.3 -0.11
C -0.6156 0.4766 -5.3737 0.4 -0.2 -1.8 0.05
H -3.5120 -2.2638 2.9230 0.5 0.3 -1.4 0.09
C 4.1682 0.6212 0.5136 0.3 -1.2 0.7 -0.08
O 0.4875 -1.8896 -7.4455 0.5 -0.7 2.2 -0.30
C 2.1391 5.8725 -0.6542 -0.5 -1.5 -1.0 -0.29
F -0.3712 -0.3814 -8.9379 -0.6 0.2 -0.4 -0.22
C -1.3892 -6.2823 -2.5213 1.3 0.2 0.4 -0.14
H 2.4884 4.9254 -0.1620 -1.0 0.6 0.1 0.09
S 1.1382 3.7706 4.9716 1.9 0.8 2.1 0.50
S -0.3711 1.5117 0.6121 -0.3 -1.3 3.3 0.49
S 5.4935 -2.8092 -1.6149 -1.0 0.3 -0.5 0.52
C -0.1379 5.7153 0.2827 -1.8 -0.9 0.9 -0.08
H 5.4484 3.6755 2.8818 -0.4 0.2 0.2 0.12
N 1.0673 -6.0547 1.7796 0.9 0.0 1.2 -0.23
H 2.3391 2.6391 0.8744 0.4 -0.5 0.8 0.09
H -1.3588 -0.4587 6.4039 -0.2 -0.3 -0.4 0.10
H -0.8710 -6.2900 2.5323 0.6 0.1 0.3 0.12
O -1.5711 -3.7334 -7.1860 -0.9 -0.8 1.5 -0.31
H 1.6726 4.1126 -10.5267 -0.6 0.1 0.6 0.09
C 2.4121 2.4927 -4.3435 -0.8 0.0 -0.1 -0.13
H 4.7962 0.6432 -1.5641 0.0 0.2 0.0 0.12
H 2.3176 -7.5148 2.8148 -0.8 0.1 -1.2 0.15
C -1.3034 -3.8661 5.0756 -0.5 -0.3 0.4 -0.12
H 3.0358 3.0426 -0.8760 -0.5 0.3 0.0 0.07
H -2.2153 -5.2899 -5.4758 -0.2 0.1 -0.4 0.10
H -2.5029 7.0134 -0.6082 0.6 0.1 0.5 0.11
O 1.0676 5.2293 -4.1438 -1.2 0.6 1.1 -0.30
O -0.5103 -2.0632 2.3112 -0.1 -0.8 0.9 -0.29
O -0.6526 6.6280 -2.9225 0.3 -0.6 0.6 -0.27
C 0.3376 -5.5591 4.1589 -0.3 -1.3 0.7 -0.18
H 0.0146 -4.3385 -4.9818 -0.3 -0.4 0.3 0.11
S 0.1991 -1.8829 -8.8248 0.4 1.3 -1.8 0.48
C 1.5283 -7.4911 1.9990 -0.4 -0.1 1.5 -0.09
H -1.0330 7.8776 2.5968 -0.2 0.3 -0.5 0.13
C 5.3411 2.7719 3.4869 -0.2 0.7 -1.6 -0.22
C -2.4076 5.2445 1.2111 -1.5 -1.0 1.2 -0.12
H 4.5267 3.7895 0.9340 0.7 1.0 -0.3 0.12
C -0.0004 -4.8442 -4.0046 -0.3 0.8 1.9 0.07
H -0.2145 0.4003 7.9439 -0.7 1.0 0.2 0.14
C -2.0368 7.4162 0.3139 -0.1 -0.1 0.1 0.02
C -1.2018 -7.6041 -3.3215 -1.2 0.8 0.5 -0.10
H 0.7845 3.6640 -6.8456 -0.6 -1.4 -1.0 0.14
O 3.0908 -4.9414 -2.2426 0.2 1.8 0.2 -0.31
S -2.4901 3.9034 -3.3026 -0.7 1.6 0.8 0.60
O -2.4860 4.1853 -1.8565 0.4 -0.3 -2.8 -0.30
C 0.9333 4.1024 -9.6893 0.5 0.0 -0.3 -0.11
H -1.3787 -2.2406 -3.9991 0.0 -0.5 0.0 0.10
H -3.2113 0.3801 2.5669 0.9 0.3 0.6 0.12
C 0.6342 -6.0383 0.3734 -0.3 1.5 -1.0 -0.14
O -1.0090 -8.3450 0.3688 -1.2 -0.5 -0.9 -0.29
C -0.0296 -5.5932 2.7152 -1.4 0.8 -1.4 -0.12
H -3.0136 2.0519 5.7339 -0.3 0.2 0.1 0.12
F 2.1201 -3.1182 -3.4487 0.5 0.5 0.8 -0.22
O 5.9461 -4.1468 -1.8271 -0.3 0.6 0.6 -0.26
C -3.0219 -1.1993 4.7717 1.1 0.3 -2.7 -0.13
C 1.5226 -6.9889 -0.4257 -1.3 0.6 0.5 -0.13
C -2.3357 -5.8647 -4.5703 -0.1 1.4 -0.4 -0.11
F -0.6562 6.4004 -5.2915 0.4 0.0 0.8 -0.22
O -5.1711 2.7199 2.5679 0.5 -1.8 0.5 -0.29
H 0.9239 1.9964 -9.5255 -0.3 -0.1 0.4 0.11
H 2.3309 -6.4947 -0.9412 0.4 0.3 0.4 0.08
F 1.2175 4.1425 6.5660 0.5 0.0 -1.1 -0.20
C -3.3923 -1.8283 -3.4475 -0.2 -2.6 0.4 -0.22
H -0.2048 -7.9554 -3.4986 0.6 0.0 0.5 0.10
H 0.7205 -5.6779 -3.9012 -0.9 0.1 -0.5 0.11
H -1.8101 -5.8413 4.5931 0.0 -0.6 -0.1 0.11
H -0.4545 -4.6080 2.3722 1.0 -0.7 0.0 0.14
H -0.5951 2.5827 -7.3608 0.0 0.4 -0.7 0.11
H -1.7627 -8.2878 -2.6721 0.2 -0.5 -0.8 0.10
C 6.5873 2.6188 4.2171 3.5 -1.2 0.4 -0.29
F -7.2024 3.8679 2.5142 -0.5 0.3 0.0 -0.14
H 0.8445 -5.0240 0.0597 -0.6 0.3 -0.3 0.10
N -3.3581 0.2515 4.6916 0.1 0.2 -0.4 -0.25
H -2.9507 1.6600 8.6636 0.5 -0.8 0.1 0.09
H -0.5352 -0.6138 -5.2799 0.2 0.4 0.0 0.08
H -2.7659 6.5689 3.5163 -0.8 0.0 0.3 0.10
H -2.4156 4.5229 0.3619 0.6 0.6 0.7 0.11
H 1.5335 -8.9677 0.5064 -0.6 -0.5 -0.3 0.11
C -1.8394 -7.2685 -4.7150 0.4 -0.8 0.1 -0.12
H 6.5348 1.8108 4.9293 -0.3 -0.5 0.4 0.11
C -2.1154 0.9253 8.7875 -1.6 -1.0 2.2 -0.14
O 2.0275 7.2026 3.4697 0.0 1.1 0.0 -0.29
H 3.8974 0.9901 -4.9357 -0.6 -0.2 0.5 0.13
N -0.9953 -2.7407 -9.3228 0.9 0.1 -1.0 -0.31
C 1.1794 1.4993 -6.8321 0.0 1.5 1.3 -0.13
H 7.4837 4.5472 4.2215 0.2 0.4 -0.2 0.08
H 2.8374 3.0861 -5.1429 -0.1 0.1 -0.3 0.11
S -2.1072 -3.4159 -8.4599 0.9 -0.4 -2.5 0.49
H 0.0843 4.8211 0.9282 0.3 0.7 -0.8 0.13
H 3.0093 -5.6446 1.1950 0.3 -0.1 -0.3 0.11
H 1.0783 0.5743 -7.3102 -0.4 -1.0 -1.4 0.08
S -3.0216 -9.5909 2.7954 -2.2 -0.6 4.5 0.43
H -2.2142 -3.8075 5.6857 0.4 0.4 0.3 0.08
N -1.3574 6.3098 1.0909 0.2 1.3 -2.4 -0.23
C 1.1447 2.8525 -8.8773 -0.2 -0.9 0.2 -0.27
H 4.5860 2.8737 4.2030 -1.5 0.6 0.7 0.09
O -0.1546 3.2567 4.9283 -2.2 -1.1 -0.8 -0.25
O 0.1910 2.3523 1.6601 -0.6 -0.5 -1.6 -0.30
H -5.2819 0.0730 5.5392 0.4 0.5 -1.3 0.16
N -0.6787 0.0596 1.2069 -0.4 1.4 -0.4 -0.30
N -5.2320 5.0948 3.4021 0.4 0.1 0.9 -0.29
C -3.9876 -1.8772 3.7806 -0.8 -0.1 1.9 -0.12
H 1.1278 4.9444 -9.0359 -0.1 0.5 -0.2 0.07
O 2.2858 2.9520 4.7422 -0.1 -0.2 0.1 -0.28
H 7.7719 3.6408 5.6722 1.3 -0.4 1.1 0.05
H -1.1172 -7.3016 -5.5562 -0.1 -0.1 0.7 0.13
H -4.2900 -2.4664 -3.5465 -0.3 0.7 0.3 0.11
S -2.4537 -8.4007 0.5084 0.6 2.2 -0.6 0.57
H -1.3590 5.9240 4.3790 -0.2 -0.2 -0.1 0.11
H -3.0033 -2.1203 -1.3425 0.0 -1.3 1.2 0.04
H 1.4310 -0.5904 -4.2144 0.2 0.6 -0.3 0.13
H 2.1507 -4.1773 1.6018 -0.5 0.1 -0.1 0.11